No. 1
Formula: C3H6NO
Source: the OMol25 dataset
Level of theory: ωB97M-V/def2-TZVPD

```
! RIJCOSX wB97M-V def2-TZVPD def2/J DEFGRID3
* xyz 1 1
H 0.01 2.19 -0.46
C -0.44 -1.13 0.12
H 0.52 -0.08 -1.98
N -0.29 1.35 0.18
H 2.25 -0.60 -0.08
H 0.15 1.80 1.06
H -1.34 1.45 0.27
H -1.58 -2.94 0.22
C -1.24 -2.02 0.40
C 0.34 -0.01 -0.08
O 1.63 0.00 0.34
*
```

## Properties
max |F|	5.3	eV Å⁻¹
E_HOMO (alpha / beta)	-13.885 / -13.897	eV
ΔE to the lowest compared entry with this formula, charge and spin	5.261	eV
orbital gap (alpha / beta)	8.5 / 8.5	eV

***

No. 2
Formula: C3H3IO
Source: the OMol25 dataset
Level of theory: ωB97M-V/def2-TZVPD

```
! RIJCOSX wB97M-V def2-TZVPD def2/J DEFGRID3
* xyz 0 1
C 0.54 -1.10 0.09
C -0.23 1.23 -0.04
H 1.58 -0.81 0.09
I -2.48 -0.74 0.00
C -0.41 -0.18 0.01
H 0.31 -2.15 0.16
H 1.60 1.55 -0.35
O -0.91 2.18 0.04
*
```

## Properties
max |F|	4.3	eV Å⁻¹
E_HOMO (alpha / beta)	-9.274 / -9.273	eV
ΔE to the lowest compared entry with this formula, charge and spin	2.185	eV
orbital gap (alpha / beta)	8.6 / 8.6	eV

***

What is the formula in the first record? C3H6NO

***

Repeat the second record exactly.
Formula: C3H3IO
Source: the OMol25 dataset
Level of theory: ωB97M-V/def2-TZVPD

```
! RIJCOSX wB97M-V def2-TZVPD def2/J DEFGRID3
* xyz 0 1
C 0.54 -1.10 0.09
C -0.23 1.23 -0.04
H 1.58 -0.81 0.09
I -2.48 -0.74 0.00
C -0.41 -0.18 0.01
H 0.31 -2.15 0.16
H 1.60 1.55 -0.35
O -0.91 2.18 0.04
*
```

## Properties
max |F|	4.3	eV Å⁻¹
E_HOMO (alpha / beta)	-9.274 / -9.273	eV
ΔE to the lowest compared entry with this formula, charge and spin	2.185	eV
orbital gap (alpha / beta)	8.6 / 8.6	eV